247
Properties=species:S:1:pos:R:3:forces:R:3:lowdin_charge:R:1 method="wB97M-V/def2-TZVPD" e_tot_ha=-4114.6742 homo_lumo_gap_ev=2.8 largest_force_ev_per_a=11.69 charge=+9
O 6.1354 0.4874 -1.1656 0.2 -1.1 -0.1 -0.207
O 0.9069 2.5412 8.6908 2.1 1.9 0.5 0.183
O -0.2232 -8.3447 -3.4319 -0.8 0.3 2.0 -0.162
O 0.1079 -3.0775 7.8194 1.5 -0.6 0.5 -0.191
O -8.2466 -2.7506 -10.5831 4.7 -2.4 5.0 0.032
O 1.9895 -9.4396 1.1877 -0.5 1.4 0.4 -0.184
O 4.2389 7.6913 -2.2458 -2.4 -3.8 -5.0 0.250
O 5.3115 -2.1972 -3.4824 -0.4 0.1 0.1 -0.202
O 2.4612 2.3756 -9.0089 0.5 0.4 -0.6 0.226
O 3.9032 -4.2531 9.2160 -1.2 0.3 -0.7 -0.200
O -7.6392 -3.1416 7.6749 7.6 4.6 7.6 0.279
N 1.4561 -5.3711 9.0330 0.5 0.4 -0.6 0.076
N -7.2814 -3.1454 -9.6878 -5.2 -0.8 -3.5 0.051
N -1.8977 3.0104 0.2692 0.0 -0.6 0.1 -0.239
N 0.8176 -10.6254 -1.5773 0.6 -1.1 -0.2 0.074
N -8.3286 -3.5955 6.9733 -7.9 -4.6 -7.1 -0.085
N 2.2368 3.4118 -9.5345 -0.7 0.8 1.2 0.025
N 7.5089 -0.6340 -3.2892 -0.8 0.0 0.5 0.065
N 1.8836 3.2594 8.7969 -2.6 -1.8 0.5 0.022
N 4.6545 8.2778 -1.3910 2.1 4.3 5.0 -0.040
C -8.5770 -4.8788 -8.3115 -1.9 0.1 -2.2 -0.014
C -0.3680 -9.7475 -1.3861 0.0 -0.7 0.9 -0.104
C -7.4335 -4.6367 -9.1566 1.6 4.6 1.7 -0.134
C -7.4011 -0.5013 -9.1633 0.6 -0.5 -0.8 -0.021
C 3.8731 5.2150 -9.0371 -1.4 1.9 1.1 -0.001
C 6.7901 8.6633 -0.1551 0.8 1.0 -1.9 -0.116
C 5.8696 10.4230 -1.8422 -0.8 0.5 -0.5 0.008
C -5.9397 -3.2985 -6.6847 0.1 1.5 -1.9 -0.263
C 3.7951 8.4874 -0.1203 -0.3 -0.6 0.4 -0.391
C -0.2350 -4.4018 7.4706 -0.9 0.1 0.6 -0.192
C 1.2749 5.5746 8.7281 -0.9 -1.3 0.5 0.035
C -9.9129 -2.2139 5.7336 1.1 -0.8 0.2 0.031
C 1.8033 4.4915 9.7427 2.5 0.6 -1.3 -0.399
C 6.8008 8.2806 -2.6716 -1.3 0.5 0.8 -0.001
C -9.1617 -4.8368 7.4047 -0.2 -1.6 -0.2 -0.342
C -1.6546 3.2420 -1.2244 -0.7 0.4 0.5 -0.127
C 0.6185 4.8934 -8.3668 2.2 0.8 1.9 -0.011
C -2.4081 1.5828 0.6043 0.0 1.4 0.2 -0.082
C -0.1163 2.6491 -9.3398 1.5 1.0 -2.2 0.016
C 2.6245 7.4157 -0.1213 0.0 0.8 -0.6 -0.029
C 3.8774 -5.5787 8.7750 1.2 0.3 -0.6 -0.234
C 2.3911 -9.7688 2.5255 0.7 -0.8 -0.1 -0.063
C -0.5628 2.3569 -1.7514 -0.6 0.0 -1.1 -0.230
C 5.1129 -3.6045 9.5094 1.6 -0.7 0.9 -0.069
C 2.7878 5.1008 -11.2494 1.5 -0.6 -1.4 -0.134
C -6.2947 -5.5139 -9.3386 -1.2 0.0 -1.1 0.006
C 3.3423 4.2787 -10.1141 0.6 -0.2 0.4 -0.472
C 2.4958 -10.3519 0.2907 -0.4 -0.6 -0.8 -0.252
C 4.9119 1.1422 -1.3885 0.7 0.8 0.2 -0.096
C -0.6635 3.3330 1.0697 -0.6 -0.9 0.1 0.013
C 4.0575 3.9424 7.7338 -0.7 -0.7 0.6 -0.144
C -6.3145 -1.9176 -7.3242 -0.7 -0.4 0.5 -0.156
C -0.2856 -8.3889 -1.9739 1.0 0.0 -1.7 -0.200
C 0.9378 4.2884 10.9523 -1.1 1.3 0.3 -0.006
C 6.0543 9.1062 1.0622 -0.7 -1.4 0.8 -0.155
C 4.0050 -1.6810 -3.8076 1.0 1.5 -1.2 -0.064
C 4.7146 8.2930 1.1114 -0.1 1.4 0.6 -0.116
C -8.5680 -2.9494 5.6504 1.4 -1.1 -2.6 -0.414
C -7.3303 -2.1069 5.2390 -0.8 0.8 2.7 -0.019
C 2.5089 2.2015 6.6501 0.9 0.6 0.6 -0.010
C -8.3208 -5.4796 8.5167 -0.8 0.2 1.8 -0.040
C 4.4310 3.3270 -10.5288 0.0 -1.2 0.5 -0.007
C 3.1472 2.7957 8.0014 -2.7 -0.6 -1.8 -0.433
C 2.6743 -6.2029 9.3272 -1.1 -1.4 2.1 -0.102
C -5.2184 -1.6702 -9.6843 1.2 0.4 1.2 -0.039
C -2.9441 1.7800 2.0051 0.9 0.1 0.6 -0.149
C -6.4177 -1.5907 -8.8072 -1.6 -1.5 -0.8 -0.300
C 7.3165 1.1393 -1.5795 0.0 0.4 1.0 -0.187
C 6.2708 -2.3969 -4.5105 0.5 -0.7 -0.3 -0.178
C -10.5971 -4.3471 7.9126 0.5 0.2 -1.0 0.031
C 3.6838 1.5882 8.7400 -0.4 -0.3 0.0 0.010
C -0.6835 -2.0689 7.2948 -1.1 0.6 0.4 -0.112
C 3.3236 4.6435 10.1588 -0.4 -0.7 -1.2 -0.067
C 7.6742 0.8485 -3.0377 -0.4 0.8 -1.0 -0.079
C 7.2297 -1.1981 -4.6854 -1.7 0.3 1.2 -0.050
C 6.0172 8.9611 -1.5332 1.7 -1.1 1.2 -0.413
C -6.5410 -3.8979 -5.6605 -0.4 -0.1 -0.7 -0.015
C -3.0244 3.8820 0.8339 1.7 1.0 -0.6 -0.094
C -9.7266 -5.1658 4.9309 3.7 0.6 -1.7 -0.137
C 1.0284 -5.2646 7.5947 -1.0 0.7 0.0 -0.075
C -3.4977 3.2241 2.1004 -0.3 -0.3 0.5 -0.121
C -9.2278 -5.9036 6.1699 -1.0 1.5 0.6 -0.091
C 2.2013 -10.0982 -1.1961 -0.7 -0.7 0.8 -0.042
C 3.2039 9.9424 -0.2057 0.8 -1.6 -0.9 0.031
C -0.3844 2.4440 -3.3062 -0.2 0.0 0.7 -0.069
C 0.4971 4.6403 -10.7840 -2.1 -0.6 -1.2 -0.150
C 0.7901 3.8963 -9.5059 -0.9 0.3 0.9 -0.431
C 4.3871 4.7215 9.0037 -0.4 0.0 0.2 -0.119
C -8.5437 -4.1240 4.5453 -3.2 0.7 3.3 -0.070
C -1.5243 -7.9537 -3.8887 0.2 -2.4 -1.2 -0.093
C 1.4377 5.7056 -11.2041 0.2 0.0 0.1 -0.158
H 0.8855 -6.2293 7.1460 0.0 -0.6 0.1 0.137
H -1.0562 -4.7909 8.1370 0.6 0.3 -0.4 0.150
H -9.1901 -4.0021 -8.0600 0.8 0.1 0.4 0.118
H 3.5475 5.8387 -11.4692 0.3 0.2 -0.1 0.149
H 4.7577 5.8453 -9.3568 -0.7 -1.4 0.2 0.142
H -5.4752 -1.2248 -7.1746 0.0 0.2 1.0 0.100
H 6.2956 8.3201 -3.6251 0.0 0.3 -0.3 0.096
H -8.4329 -0.5470 -8.8174 0.3 -0.2 0.6 0.111
H -8.2963 -4.8458 9.4632 0.2 -0.7 -1.3 0.121
H 4.7782 1.3858 -2.4305 -0.4 -0.3 -0.7 0.074
H -11.3566 -4.5761 7.1435 0.4 0.3 0.3 0.094
H 3.5688 -10.3903 0.2856 0.9 0.0 0.5 0.129
H 1.1560 5.8511 -8.5150 0.2 -0.7 -0.2 0.079
H -5.3811 -1.6687 -10.7517 -0.4 0.2 -0.1 0.106
H 1.0371 4.4682 -7.4206 -0.5 0.3 -0.5 0.105
H 0.7061 -11.5344 -1.0809 -0.2 0.8 0.1 0.196
H 1.9862 7.4213 -1.0788 0.9 0.3 1.6 0.110
H 2.8557 4.3794 -12.0575 -0.4 0.2 -0.8 0.141
H 4.9243 2.1223 -0.9022 -0.1 0.0 0.4 0.090
H 7.7649 8.7447 -2.6974 0.5 0.2 -0.2 0.109
H -7.4118 -3.4986 -5.1808 -0.3 0.3 0.1 0.071
H -1.0917 3.0577 -9.3056 -1.1 0.1 0.4 0.092
H -6.4528 -2.7268 5.1667 0.2 -0.4 -0.6 0.079
H -0.6563 -4.3728 6.4591 0.4 -0.6 -0.1 0.130
H 5.4059 11.0401 -1.0711 0.0 -0.1 -0.3 0.088
H 0.6008 -7.8941 -1.6091 0.2 0.4 0.2 0.117
H -3.6385 0.9854 2.2052 -0.5 -0.1 0.4 0.119
H 5.1599 3.8524 -11.0853 0.5 0.7 -1.1 0.101
H -1.5137 -8.0728 -4.9665 0.1 0.3 -0.2 0.096
H 0.1393 1.9221 -8.5957 0.0 0.0 0.5 0.080
H 3.0314 6.3955 -0.0120 -0.1 0.4 0.1 0.074
H -9.9334 -6.7015 6.4018 0.0 0.1 0.6 0.136
H 0.6570 2.1434 -3.4704 -0.3 0.3 -0.5 0.070
H -1.8175 -6.9723 -3.6201 -0.1 1.0 0.5 0.076
H -1.2261 -10.3130 -1.7090 -0.3 -0.2 -0.3 0.146
H -7.2525 -1.5482 -6.8498 0.9 -0.1 -0.1 0.136
H -9.9709 -1.7231 4.7872 -0.2 1.1 -0.3 0.103
H -1.1495 -7.8909 -1.5757 -0.4 0.6 0.0 0.124
H 2.1440 -11.3650 0.5755 0.2 0.1 -0.4 0.149
H 5.9593 10.1926 1.1709 -0.2 -0.3 -0.2 0.130
H 2.2903 9.8866 0.3403 -0.8 0.3 0.2 0.089
H 0.3651 3.8635 -11.5498 0.3 0.3 -0.3 0.142
H 2.5844 -7.2173 8.9277 -0.4 0.2 0.0 0.150
H 3.6782 -2.0465 -4.7900 0.0 -0.1 0.3 0.097
H 5.7391 -3.3384 8.6443 -0.2 -0.6 0.0 0.097
H 7.7709 9.1769 -0.2526 -0.6 0.0 0.0 0.152
H 3.6218 4.5410 6.9426 -0.1 0.4 0.0 0.115
H 6.7314 -0.4672 -5.2969 -0.1 0.7 0.1 0.123
H 6.8679 10.7964 -2.0017 0.4 0.2 0.0 0.115
H -3.1983 3.7585 3.0250 -0.1 -0.4 -0.6 0.135
H 6.6564 -0.8265 -2.6638 1.0 -0.4 -0.9 0.164
H -3.1845 1.3436 -0.1237 0.2 -0.1 -0.1 0.150
H -9.3246 -5.2454 -9.0763 0.2 -0.7 0.6 0.159
H -0.1267 4.4436 10.7408 0.2 -0.4 -0.2 0.102
H 4.1345 8.6662 1.9765 0.1 -0.3 -0.4 0.139
H -8.8207 -6.4153 8.8536 0.2 0.6 -0.5 0.120
H -4.5866 3.2369 2.0455 0.0 -0.1 0.4 0.130
H 2.6931 -6.2909 10.4701 0.1 0.2 -1.6 0.183
H -8.3749 -5.5876 -7.5239 -0.2 -0.2 0.0 0.106
H 7.0007 1.3897 -3.7540 0.4 -0.7 0.7 0.143
H -0.7906 1.3136 -1.5720 0.1 -0.2 0.5 0.106
H 8.2987 -1.1796 -2.9229 -0.2 0.3 0.2 0.197
H -0.6826 -1.9841 6.2182 0.3 -0.4 -0.6 0.081
H -7.3026 -5.7568 8.2113 -0.3 0.3 0.0 0.091
H 4.0211 -0.5533 -3.8654 0.2 -0.9 -0.1 0.083
H -0.3690 -1.0957 7.6802 0.1 -0.3 0.2 0.092
H -2.5723 4.8904 0.8990 -0.5 -0.4 0.2 0.154
H -4.6667 -2.5648 -9.4096 0.3 -0.1 -0.1 0.082
H -8.7472 -3.6343 3.6182 0.0 0.2 -0.7 0.112
H 1.9631 1.3122 6.9646 -0.2 0.2 -0.6 0.067
H -6.1209 -6.3186 -8.6237 -0.2 0.3 0.1 0.120
H 3.3598 1.9088 6.0187 -0.2 0.0 0.2 0.096
H 2.8820 0.8466 8.8684 0.2 0.2 0.0 0.100
H 3.8449 10.6779 0.2357 0.3 0.3 0.2 0.080
H 2.3068 -9.0750 -1.5590 0.1 -0.2 0.2 0.134
H 1.1243 5.0673 11.7548 0.3 -0.9 -1.1 0.145
H -6.3003 -4.9170 -5.3947 0.5 0.1 0.3 0.073
H 7.0886 7.6128 -0.1396 -0.4 -0.2 0.2 0.124
H 3.2968 5.4369 10.8968 0.6 0.3 -0.1 0.136
H -0.4834 5.1436 -10.7486 0.0 -0.7 0.5 0.158
H 2.0132 7.6942 0.7842 0.5 -0.5 -1.1 0.107
H 2.6897 -8.9021 3.1542 -0.6 -0.4 -0.8 0.100
H -9.9977 -1.6359 6.6534 0.0 0.5 -0.5 0.113
H -2.2585 -8.7127 -3.5678 0.0 0.5 0.2 0.101
H -5.0340 -3.7054 -7.0989 0.2 -0.5 -0.1 0.085
H 0.7139 -5.6245 9.6875 -0.2 0.1 -0.3 0.193
H -10.8616 -4.9408 8.7714 0.1 -0.2 0.4 0.094
H 1.6334 -10.4067 2.9979 0.0 0.4 0.1 0.100
H -9.6540 -5.6288 3.9440 -0.9 -1.4 0.6 0.119
H 7.1757 2.2112 -1.3619 0.4 -0.1 -0.6 0.138
H 4.0480 2.4627 -11.1118 0.4 0.5 0.4 0.123
H 1.1796 6.0096 -12.2213 0.0 0.2 0.2 0.153
H 3.2789 -1.8899 -3.0423 0.1 -0.7 0.4 0.081
H -0.6283 3.4374 -3.7286 0.5 -0.4 0.3 0.085
H 4.7114 -6.1250 9.1827 0.6 -0.4 0.0 0.143
H 5.7057 -4.2131 10.2709 -0.6 0.8 -1.0 0.133
H 5.2824 4.3050 9.4407 0.4 0.2 0.0 0.123
H 6.9060 7.2699 -2.3886 0.4 -1.4 0.1 0.072
H 3.0560 10.1515 -1.2702 -0.4 0.4 0.3 0.108
H 4.0855 1.8232 9.7093 0.5 0.0 0.3 0.095
H -4.5818 -0.8026 -9.4016 -0.2 -0.4 -0.3 0.120
H 0.0813 2.5597 1.0394 0.2 -0.4 -0.4 0.107
H 6.8673 -3.2930 -4.2659 -0.4 0.3 0.4 0.143
H 4.1420 0.5096 -0.9659 -0.2 0.0 -0.2 0.097
H -1.6069 0.8639 0.6686 0.3 -0.1 -0.7 0.126
H 3.8873 -5.7359 7.6693 0.2 0.6 0.5 0.145
H 0.3147 2.6690 -1.1991 0.6 -0.3 -0.3 0.097
H 1.1631 6.5536 9.1819 -0.1 -0.1 0.4 0.113
H 5.0290 3.0229 -9.6577 -0.5 -0.4 -0.1 0.102
H -6.8822 0.3921 -8.8149 -0.2 0.3 0.2 0.119
H -7.5830 -4.6254 4.5564 0.1 -0.1 -0.1 0.114
H -5.4269 -4.9996 -9.7060 0.5 0.1 -0.1 0.093
H 4.6021 5.6856 8.6127 0.3 1.2 0.5 0.110
H -1.3488 4.2819 -1.3201 0.0 0.2 0.1 0.139
H 4.4165 1.1480 8.0637 0.3 0.0 0.3 0.114
H 2.9097 -10.7738 -1.6674 0.0 0.2 -0.5 0.144
H 8.1339 -1.4637 -5.1627 1.0 -0.3 -0.3 0.130
H -2.6193 3.1845 -1.7439 0.1 -0.4 0.2 0.149
H -10.7101 -4.7666 5.0635 -0.4 0.4 -0.1 0.093
H -6.7484 -5.9964 -10.2403 0.5 -0.4 -0.2 0.162
H 1.0903 3.3198 11.3660 0.1 -0.8 0.5 0.089
H -10.6888 -3.2690 8.1908 0.4 -0.9 -0.2 0.106
H -2.0592 1.6466 2.6697 -0.9 0.1 -0.1 0.121
H 5.3585 10.5045 -2.8197 0.0 0.3 0.5 0.123
H -0.0099 2.2260 -10.3466 -0.4 -0.7 0.4 0.103
H -4.7451 -2.1416 -4.8283 -0.1 0.0 -0.1 -0.005
H 0.2915 5.1523 8.4006 0.5 0.8 0.2 0.107
H 0.8103 -10.9672 -2.5331 0.3 0.4 -0.7 0.182
H 4.9346 7.2397 1.3200 0.0 0.1 -0.3 0.121
H -10.7037 -2.9251 5.7156 -0.6 -0.4 0.2 0.060
H 3.9729 4.7066 -8.0528 0.4 0.5 -0.6 0.103
H -0.4527 -9.6157 -0.3173 -0.1 0.0 0.4 0.138
H 3.0692 6.0079 -8.9497 1.0 -0.7 0.4 0.089
H 4.8857 3.4268 7.2876 1.0 0.2 -0.1 0.131
H 8.6731 1.2273 -3.2646 0.0 -0.4 0.0 0.145
H 3.6647 3.7262 10.6548 -0.7 0.2 0.5 0.115
H 6.6269 8.7410 1.9286 -0.1 0.4 -0.1 0.134
H -0.2713 4.2623 0.7886 0.6 1.3 -1.1 0.094
H -3.7895 3.9126 0.0961 -0.6 0.0 -0.7 0.128
H -7.5622 -1.5110 4.3701 0.1 -0.1 -0.3 0.095
H 5.8524 -2.6469 -5.4961 -0.3 0.3 0.3 0.141
H 3.2753 -10.4066 2.4027 0.1 0.2 0.5 0.091
H 1.8867 5.7143 7.8561 0.5 -0.1 -0.3 0.070
H -0.8823 3.4982 2.0980 -0.7 -0.2 0.8 0.097
H -7.4618 -0.4263 -10.2510 0.1 0.1 0.1 0.100
H -1.7107 -2.2440 7.6070 -0.4 0.3 0.0 0.096
H 1.7850 -4.4212 9.2440 -0.2 0.2 0.5 0.160
H 8.1021 0.7992 -0.8750 -0.3 0.0 -0.6 0.152
H 1.9078 2.9146 6.0410 0.2 -0.4 0.8 0.097
H 1.3620 6.5739 -10.5500 0.1 0.1 -0.1 0.127
H 4.8450 -2.6656 9.9518 -0.2 0.4 0.5 0.079
H -8.2452 -6.3638 6.0895 0.1 0.1 -0.3 0.116
H -7.0849 -1.4406 6.0851 -0.1 0.3 -0.5 0.091
H 1.7872 -4.7170 7.0580 0.6 -0.1 0.0 0.132
H -1.0520 1.7257 -3.8117 0.3 0.2 0.3 0.085
H -0.3505 5.3249 -8.1638 -0.9 -0.9 -0.4 0.106